Computed, not measured: a structure of composition C21H55F6N5Na2O8P at a distorted geometry, with the ωB97M-V functional and the def2-TZVPD basis.

E: -2974.2039 hartree
Total charge: -1
Orbital gap: 4.17 eV
Multiplicity: 1

Cartesian coordinates (Å):
Na: 0.496 -4.039 1.260
Na: 1.744 -1.420 4.129
C: -0.820 -2.927 3.811
O: -1.991 -3.373 3.567
O: 0.269 -3.539 3.569
O: -0.781 -1.776 4.441
P: 0.706 -0.419 0.420
F: 1.461 0.699 -0.465
F: -0.214 0.766 1.061
F: -0.412 -0.676 -0.680
F: 0.069 -1.533 1.432
F: 1.561 -1.620 -0.254
F: 1.849 -0.227 1.593
C: -0.801 2.113 4.331
C: -2.287 1.864 4.067
C: -2.810 2.958 3.115
O: -4.132 2.711 2.671
C: -4.526 3.737 1.772
N: -2.371 0.521 3.466
H: -0.565 3.182 4.449
H: -0.046 1.686 3.672
H: -0.661 1.819 5.375
H: -2.824 1.933 5.014
H: -2.109 2.999 2.266
H: -2.667 3.968 3.527
H: -5.386 3.465 1.157
H: -3.709 3.916 1.070
H: -4.860 4.639 2.291
H: -1.794 0.523 2.635
H: -3.335 0.562 3.129
C: 4.198 -4.383 2.656
C: 4.738 -3.038 2.137
C: 3.909 -2.615 0.924
O: 4.424 -3.313 -0.179
C: 3.493 -3.813 -1.103
N: 4.562 -2.036 3.176
H: 3.168 -4.214 2.977
H: 4.810 -4.639 3.524
H: 4.267 -5.154 1.892
H: 5.792 -3.219 1.901
H: 3.941 -1.532 0.736
H: 2.842 -2.632 1.188
H: 3.196 -3.035 -1.810
H: 2.659 -4.330 -0.617
H: 3.944 -4.592 -1.725
H: 5.128 -1.220 2.969
H: 4.950 -2.437 4.026
C: -4.845 -0.589 -0.241
C: -4.515 -1.993 -0.735
C: -4.716 -2.161 -2.263
O: -4.526 -3.529 -2.585
C: -4.933 -3.753 -3.911
N: -3.091 -2.301 -0.414
H: -5.885 -0.562 0.108
H: -4.819 0.190 -1.007
H: -4.263 -0.316 0.638
H: -5.116 -2.768 -0.259
H: -3.949 -1.610 -2.812
H: -5.742 -1.890 -2.542
H: -6.001 -3.575 -4.087
H: -4.733 -4.810 -4.106
H: -4.399 -3.238 -4.716
H: -3.006 -2.397 0.599
H: -2.652 -1.392 -0.529
C: 2.615 3.931 -0.928
C: 4.083 3.946 -0.510
C: 4.413 2.926 0.585
O: 5.783 3.003 0.918
C: 6.059 2.698 2.270
N: 4.977 3.567 -1.646
H: 2.251 2.967 -1.286
H: 2.424 4.571 -1.796
H: 1.989 4.342 -0.135
H: 4.257 5.015 -0.337
H: 4.096 1.916 0.310
H: 3.727 3.165 1.409
H: 5.938 3.541 2.957
H: 7.090 2.347 2.260
H: 5.381 1.919 2.630
H: 5.051 4.380 -2.257
H: 5.865 3.663 -1.145
C: -3.322 0.991 -5.361
C: -1.932 0.361 -5.317
C: -1.314 0.429 -3.892
O: -0.957 1.759 -3.694
C: -0.257 1.968 -2.476
N: -2.004 -1.031 -5.791
H: -3.795 0.652 -6.290
H: -3.291 2.078 -5.366
H: -3.957 0.548 -4.593
H: -1.179 0.858 -5.943
H: -0.458 -0.257 -3.937
H: -2.099 0.124 -3.195
H: 0.067 3.012 -2.545
H: 0.695 1.443 -2.578
H: -0.869 1.811 -1.589
H: -1.040 -1.326 -5.650
H: -2.176 -0.927 -6.786